Record 1
Entry from the Open Molecules 2025 dataset: an isolated ion of composition C32H26NO3S and charge -1 at a distorted geometry (the ωB97M-V functional and the def2-TZVPD basis).

```
63
Properties=species:S:1:pos:R:3:forces:R:3
C -5.077 -4.829 1.136 0.1401 0.1268 0.0961
C -4.386 -4.364 0.010 0.0182 0.1637 0.2590
C -3.330 -3.463 0.150 -0.0171 -0.0639 0.4380
C -2.922 -3.009 1.433 -0.6254 -0.5449 -0.3157
C -1.792 -2.084 1.564 1.0230 0.4720 0.4274
C -1.454 -1.234 0.527 0.0388 0.0462 0.2504
C -0.358 -0.366 0.597 0.1002 0.4383 0.0681
C -0.073 0.503 -0.612 -0.3440 0.5594 0.5254
C 0.868 1.682 -0.380 -0.5806 -0.0711 -0.0938
C 2.232 1.435 -0.261 0.4062 0.6780 0.2532
C 3.115 2.498 -0.026 -0.4662 -0.3019 -0.1551
C 2.620 3.805 0.035 0.0461 -0.0841 -0.0306
C 1.254 4.053 -0.125 0.0181 -0.2250 -0.1023
C 0.373 2.988 -0.344 0.5205 -0.0142 0.1650
C 0.491 -0.401 1.702 0.0272 -0.2139 -0.1922
C 0.294 -1.285 2.751 -1.0124 -0.2982 -0.4593
C 1.325 -1.451 3.778 0.6081 0.1626 0.4244
C 2.698 -1.241 3.473 -0.3411 -0.2254 0.3002
C 3.684 -1.427 4.444 -0.2862 0.0710 0.1747
C 3.334 -1.791 5.751 -0.1690 0.0099 -0.0854
C 1.985 -1.984 6.071 0.4122 0.1065 -0.2932
C 1.005 -1.826 5.098 -0.0799 -0.0425 0.0321
C -0.962 -2.067 2.793 0.2056 0.2619 -0.4475
O -1.298 -2.710 3.808 0.0220 -0.2694 0.2573
C -3.630 -3.503 2.548 0.0161 0.0288 0.1092
C -4.693 -4.391 2.409 0.0395 -0.0153 -0.6325
H -5.902 -5.532 1.021 0.1511 0.1199 0.0032
H -4.669 -4.704 -0.987 0.0549 0.0596 0.2416
H -2.789 -3.127 -0.739 -0.1893 -0.1626 0.3158
H -2.069 -1.210 -0.374 0.0840 0.0253 0.1192
H -1.031 0.879 -0.992 0.1044 0.0429 -0.0208
H 2.606 0.412 -0.336 -0.0580 0.3741 0.0761
H 4.175 2.279 0.106 -0.2505 0.2196 -0.0656
H 3.317 4.632 0.180 -0.2269 -0.1673 0.0414
H 0.871 5.075 -0.089 0.1487 -0.2636 -0.0302
H -0.693 3.158 -0.507 0.2694 -0.0016 0.1544
H 1.348 0.272 1.744 -0.2208 -0.1547 -0.0045
H 2.994 -0.961 2.457 -0.1380 -0.1562 0.3478
H 4.734 -1.286 4.183 -0.2432 -0.0208 0.0574
H 4.102 -1.923 6.513 -0.1273 0.0145 -0.1965
H 1.681 -2.264 7.081 0.1643 0.0523 -0.2060
H -0.037 -2.016 5.345 0.3022 0.1177 -0.1468
H -3.312 -3.203 3.544 -0.0642 0.0091 -0.3582
H -5.216 -4.743 3.300 0.1044 0.0519 -0.2402
C 0.397 5.074 -5.454 0.0125 0.1872 -0.0601
C 0.294 3.668 -4.934 -0.0659 -0.3676 0.0777
C -0.828 3.287 -4.190 0.0454 -0.2148 -0.0493
C -0.957 1.989 -3.701 0.1764 0.0144 0.1016
C 0.077 1.070 -3.906 0.0368 0.0709 -0.5500
S -0.024 -0.565 -3.189 -0.2881 0.6179 1.9582
N 0.506 -0.309 -1.638 0.6224 -1.3970 -2.2591
O -1.423 -0.924 -3.153 0.5902 0.2327 -0.3943
O 0.970 -1.425 -3.765 -0.1676 0.0213 -0.3275
C 1.184 1.421 -4.687 -0.1999 -0.0176 0.3863
C 1.286 2.714 -5.192 -0.1569 0.0848 0.0072
H 1.323 5.219 -6.016 -0.0975 0.0245 0.0696
H -0.445 5.320 -6.114 0.1472 -0.0892 0.1024
H 0.375 5.793 -4.627 0.0534 -0.0965 -0.1282
H -1.621 4.017 -4.005 0.2175 -0.2372 -0.0439
H -1.850 1.690 -3.155 0.2169 0.0287 -0.1016
H 1.221 -0.982 -1.370 -0.3440 0.1741 -0.1105
H 1.958 0.680 -4.877 -0.1456 0.1274 0.0527
H 2.148 2.989 -5.805 -0.2381 -0.0796 0.2079
```
Positions in Å, forces in eV/Å.

Values from the calculation:
HOMO energy: -3.37 eV
LUMO energy: 0.0815 Ha
HOMO-LUMO gap: 5.590 eV
Total charge: -1

natural (NBO) population analysis, charges in e, atoms 1 to 2: -0.25 -0.23

---

Record 2
Entry from the Open Molecules 2025 dataset: C32H27BrDyIN7O12P2 as an isolated structure at a distorted geometry (the ωB97M-V functional and the def2-TZVPD basis).

```
83
Properties=species:S:1:pos:R:3:forces:R:3
Dy 13.962 10.541 11.326 0.3245 -0.1045 -0.1178
C 15.660 13.370 13.238 1.2990 -1.7408 0.1435
C 14.333 13.857 13.618 -1.2014 -0.5837 -0.2153
N 14.212 15.099 14.004 0.3432 0.4201 0.1917
C 13.019 15.539 14.393 -1.0339 0.9903 0.2456
C 11.869 14.783 14.454 0.3235 0.2480 1.1020
C 10.661 15.386 15.190 0.6160 -0.4617 0.3710
O 10.479 14.792 16.473 0.9577 1.3058 0.6073
C 12.024 13.414 14.148 -0.6881 -0.8949 -0.3639
C 11.057 12.361 14.471 0.3200 -2.1252 0.3523
N 9.801 12.527 14.576 -0.6305 -0.7929 0.0495
C 8.928 11.473 15.055 -0.2309 0.9065 0.6334
C 8.113 11.950 16.118 -0.0266 2.0391 -0.1819
C 7.175 11.220 16.789 0.2695 -1.4162 -1.0437
C 6.880 9.953 16.303 -0.3515 -0.6435 -0.4768
C 7.609 9.445 15.246 0.7505 0.4248 -1.1088
C 8.677 10.166 14.624 -0.0923 -0.1186 0.7878
I 9.859 9.129 13.205 -0.3852 0.5684 0.2879
C 13.206 12.940 13.576 1.8191 1.3944 0.0440
O 13.422 11.762 13.049 -0.4049 -0.4865 0.5445
H 16.438 14.094 13.382 0.1716 0.5231 0.0271
H 15.736 12.960 12.246 -0.2757 0.4683 -0.8335
H 15.989 12.439 13.750 -0.4573 0.5505 0.5318
H 12.917 16.576 14.763 0.4598 -0.4563 -0.4029
H 9.752 15.180 14.684 -0.7555 0.1739 -1.0589
H 10.750 16.469 15.380 0.2964 -0.4618 -0.4128
H 10.010 13.999 16.314 -0.6978 -1.4299 -0.1561
H 11.527 11.314 14.681 -0.6610 1.7498 -0.4179
H 8.074 13.058 16.313 0.7103 -1.1943 -0.0713
H 6.608 11.533 17.615 -0.5173 1.0213 0.8254
H 5.980 9.435 16.661 0.6228 -0.0282 -0.0020
H 7.366 8.522 14.732 -0.1495 -0.1733 0.4778
C 11.211 12.527 11.030 -0.0001 0.1671 2.0152
O 12.540 12.404 10.563 0.3914 0.3324 0.2745
C 12.777 13.022 9.399 0.8696 0.1693 -1.2970
C 11.819 13.256 8.449 0.1855 0.1118 -0.7242
C 12.242 13.702 7.181 -1.1155 -0.3245 -0.7691
Br 11.006 13.744 5.687 0.0845 0.1770 0.7358
C 13.529 13.906 6.853 1.0290 -0.4288 2.1098
C 14.501 13.641 7.871 0.7621 1.5475 -2.5661
C 14.162 13.268 9.104 -2.0222 -1.1403 1.7091
O 15.025 12.956 10.058 0.4134 -0.1871 1.1790
C 15.924 13.782 7.591 0.2055 0.3868 0.5857
N 16.872 13.710 8.510 -0.3346 -0.6111 -1.0536
C 18.061 13.654 7.784 -1.2725 0.9947 0.3313
C 19.327 13.600 8.312 -0.5137 0.0127 2.0475
C 20.343 13.678 7.436 1.7110 -0.5122 -1.2100
C 20.112 13.714 6.061 0.7652 0.2265 -0.5766
C 18.854 13.820 5.533 -0.0495 0.6387 -1.0370
C 17.804 13.850 6.419 -0.8054 -0.5994 0.6474
N 16.401 13.980 6.328 1.1604 -0.3149 0.7951
H 11.009 13.615 11.166 -0.2222 -0.8540 -0.1324
H 11.200 11.990 12.006 -0.1238 0.5955 -0.7816
H 10.552 11.997 10.384 -0.7456 -0.1835 -0.5818
H 10.781 13.003 8.574 -0.0641 -0.0279 0.1878
H 13.835 14.266 5.917 0.1734 0.2764 -1.1223
H 15.965 13.214 9.793 -0.4121 -0.2191 -0.2323
H 19.439 13.526 9.416 0.0633 0.0646 -1.0117
H 21.376 13.644 7.727 0.2522 -0.0188 0.4255
H 20.935 13.710 5.331 -0.1962 0.0322 0.6394
H 18.799 14.014 4.467 -0.4842 -0.2875 0.0601
H 15.824 13.694 5.580 -0.1883 -0.1284 -1.0699
O 11.015 7.462 10.298 0.0197 -0.1314 -0.1553
P 11.316 8.938 9.705 1.2672 -0.4142 0.7561
O 10.140 9.538 9.086 -0.1199 0.3808 -0.2748
O 12.038 9.613 10.868 -0.5806 0.1965 0.0035
O 12.511 8.543 8.684 0.2709 0.0502 -0.6788
P 13.842 9.307 8.095 -1.0890 1.0444 -2.1441
O 13.650 9.599 6.615 0.2119 -0.3857 2.2449
O 14.324 6.777 6.545 -0.1798 1.4402 0.5354
O 14.131 10.410 9.114 -0.1318 -0.1723 -0.9850
H 10.767 6.877 9.571 -0.1739 -0.0131 0.1187
H 13.762 7.634 6.388 1.4661 -1.3128 0.4263
N 14.115 6.389 10.490 -0.8794 1.1836 1.8085
C 14.713 7.570 10.684 1.3717 1.7530 -0.0277
O 14.413 8.309 11.706 0.0815 -1.3898 -0.5955
C 15.670 8.094 9.684 -0.3731 -0.4418 1.0358
C 16.305 9.224 10.236 -0.5097 -0.6893 -0.3349
N 16.675 10.089 10.917 0.0492 0.6622 0.1188
C 15.115 8.043 8.310 0.1086 -1.3989 0.2031
N 15.221 6.934 7.645 -1.3368 1.2363 -0.6002
H 13.206 6.404 10.970 0.4348 -0.7276 -0.7039
H 14.323 5.898 9.654 -0.1485 -0.4379 -0.6876
```
Positions in Å, forces in eV/Å.

Values from the calculation:
HOMO energy (alpha / beta): -5.62 / -5.62 eV
Energy relative to the best compared isomer or geometry (same formula, charge and spin): 239.3 kJ/mol
2S+1: 6
LUMO energy (alpha / beta): 0.0620 / 0.0761 Ha
HOMO-LUMO gap (alpha / beta): 7.307 / 7.694 eV
Total charge: -1

Mulliken population analysis, charges in e, atoms 1 to 2: 0.80 -0.80

---

Record 3
Entry from the Open Molecules 2025 dataset: C32H27BrIrN4O4 as an isolated structure at a distorted geometry (the ωB97M-V functional and the def2-TZVPD basis).

```
69
Properties=species:S:1:pos:R:3:forces:R:3
Ir -0.246 -0.017 0.337 -1.9730 -3.4939 -1.1490
N 0.396 -1.479 1.886 0.2868 1.4018 -0.1583
N 0.318 -2.862 1.659 -0.1020 -0.3963 -0.1768
C -0.688 -3.595 1.034 0.3105 0.5142 -0.2637
O -0.530 -4.793 0.984 0.0079 -0.0833 0.0610
O -1.541 -1.828 -0.421 0.3056 0.1871 0.1593
H 1.364 -1.243 2.084 0.0563 -0.0625 0.0791
H -0.181 -1.214 2.696 0.1232 -0.0808 0.1051
H 0.997 -3.441 2.127 -0.0021 0.0559 0.1604
N -1.620 0.782 -1.091 1.0869 0.3799 0.6183
C -1.088 1.416 -2.252 -0.3390 0.4749 0.1501
C -1.476 2.713 -2.558 -0.1395 0.0547 0.0389
C -0.956 3.358 -3.667 0.0149 -0.0450 -0.0242
C -0.041 2.695 -4.474 -0.0279 -0.0283 0.0598
C 0.360 1.412 -4.139 -0.0410 0.0362 -0.0976
C -0.152 0.752 -3.021 0.2837 -0.1681 -0.2321
C 0.385 -0.567 -2.623 0.1139 0.0499 -0.0987
C 0.689 -1.499 -3.624 0.0180 -0.0192 0.0387
C 1.368 -2.667 -3.334 0.0699 -0.0277 -0.0253
C 1.802 -2.890 -2.032 -0.0747 0.0696 0.0362
C 1.482 -1.980 -1.035 0.1357 -0.1356 -0.3507
C 0.715 -0.831 -1.283 0.5858 0.5079 0.8731
H -2.302 1.349 -0.603 -0.0891 -0.0946 0.0511
H -1.977 -0.168 -1.228 -0.4718 0.2515 -0.3009
H -2.191 3.218 -1.917 0.0190 -0.0113 -0.0118
H -1.261 4.370 -3.895 -0.0029 -0.0066 0.0043
H 0.376 3.184 -5.345 0.0146 -0.0014 0.0179
H 1.114 0.914 -4.737 -0.0069 -0.0078 0.0289
H 0.375 -1.299 -4.642 0.0003 0.0169 0.0033
H 1.581 -3.384 -4.116 -0.0216 -0.0019 0.0014
H 2.370 -3.778 -1.786 0.0068 -0.0086 -0.0055
H 1.833 -2.174 -0.033 0.0282 -0.0107 -0.0538
C -0.777 4.918 2.658 -0.0422 0.0345 -0.0074
C 0.458 4.982 2.026 0.0735 -0.0809 0.0266
C 1.040 3.845 1.489 -0.0645 0.0794 -0.0729
C 0.402 2.595 1.567 0.1060 0.0281 -0.1842
C -0.856 2.548 2.185 0.0544 0.0078 0.0246
C -1.427 3.694 2.723 0.0631 0.0291 -0.0525
N 0.981 1.451 0.992 0.0716 0.1992 0.0337
C 2.378 1.366 0.925 -0.1743 0.0222 0.1283
C 3.052 0.821 -0.174 0.0363 0.1256 0.0463
C 4.438 0.734 -0.200 -0.0127 0.0212 0.0346
C 5.203 1.187 0.865 0.0170 -0.0216 -0.0363
C 4.549 1.720 1.970 -0.0823 0.0736 -0.0069
C 3.167 1.807 2.004 0.1138 -0.1219 0.1060
H -1.225 5.807 3.085 0.0048 -0.0147 -0.0050
H 0.979 5.930 1.948 0.0048 -0.0050 -0.0183
H 1.995 3.918 0.984 -0.0070 0.0331 0.0145
H -1.385 1.605 2.253 -0.0013 0.0425 0.0769
H -2.390 3.621 3.214 0.0091 -0.0437 -0.0235
H 2.472 0.480 -1.013 0.0676 0.0412 -0.0833
H 4.924 0.317 -1.075 -0.0370 -0.0022 0.0019
H 6.284 1.131 0.836 -0.0171 -0.0250 0.0073
H 5.123 2.074 2.818 -0.0183 -0.0132 0.0138
H 2.676 2.213 2.879 0.0075 0.0138 -0.0121
Br -4.741 -5.912 -0.591 0.0012 -0.0160 -0.0112
C -3.825 -4.551 0.397 0.0052 0.1786 -0.0416
C -4.286 -4.262 1.689 -0.0688 -0.1226 0.0619
C -3.741 -3.126 2.272 0.0853 -0.0305 -0.0885
C -2.734 -2.377 1.696 -0.0441 0.0134 -0.1847
C -1.985 -2.902 0.506 -0.4930 -0.5133 0.6408
C -2.816 -3.897 -0.226 0.0629 0.2235 -0.2629
C -2.302 -1.114 2.308 -0.0928 0.0935 0.0476
O -2.084 -1.006 3.523 0.0536 0.1534 -0.1225
O -2.119 -0.130 1.459 0.1697 0.4751 0.3959
H -5.081 -4.828 2.150 -0.0228 0.0319 -0.0355
H -4.162 -2.755 3.200 0.1006 -0.0051 0.0349
H -0.917 -2.243 -1.040 -0.1359 -0.0812 -0.0560
H -2.540 -4.115 -1.251 0.0296 -0.1404 0.0707
```
Positions in Å, forces in eV/Å.

Values from the calculation:
HOMO energy: -3.39 eV
Energy relative to the best compared isomer or geometry (same formula, charge and spin): 27.3 kJ/mol
LUMO energy: 0.0903 Ha
HOMO-LUMO gap: 5.844 eV
Total charge: -1

natural (NBO) population analysis, charges in e, atoms 1 to 2: 1.12 -0.61

---

Record 4
Entry from the Open Molecules 2025 dataset: C32H27F2N5O4S2V as an isolated structure at a distorted geometry (the ωB97M-V functional and the def2-TZVPD basis).

```
73
Properties=species:S:1:pos:R:3:forces:R:3
V -0.481 0.176 -1.203 0.2111 0.8573 0.6580
C 5.438 -0.167 0.871 0.0036 0.1299 0.0918
S 4.728 0.444 -0.671 -0.0197 -0.1903 -0.0571
C 2.979 0.125 -0.310 0.2396 0.0911 0.0860
S 2.302 1.047 0.939 -0.2983 -0.2131 0.0644
N 2.540 -0.830 -1.077 -0.2415 -0.0353 -0.1991
N 1.194 -1.128 -1.105 0.1710 -0.0871 0.1682
C 0.909 -2.375 -1.051 0.0525 0.0453 -0.0546
C -0.483 -2.785 -1.194 0.0343 -0.1360 -0.0157
C -0.884 -4.109 -1.141 -0.0653 0.1118 -0.0630
C -2.235 -4.391 -1.278 0.0117 0.0027 0.0082
C -3.130 -3.354 -1.472 -0.0153 0.0790 -0.0088
C -2.652 -2.052 -1.509 -0.0523 -0.0684 0.0980
N -1.360 -1.783 -1.357 0.1741 0.1195 -0.0062
H 6.512 0.002 0.814 0.0067 0.0047 -0.0249
H 5.250 -1.233 0.981 -0.0089 0.0039 -0.0067
H 5.031 0.380 1.719 -0.0086 -0.0080 -0.0091
H 1.694 -3.108 -0.894 0.0185 0.0066 -0.0815
H -0.155 -4.892 -0.985 0.0223 0.0059 -0.0139
H -2.585 -5.414 -1.229 -0.0055 -0.0037 -0.0024
H -4.189 -3.533 -1.585 0.0021 -0.0146 0.0045
H -3.300 -1.195 -1.643 -0.0262 -0.0294 -0.0068
O -0.446 -0.357 0.945 0.0731 0.0755 -0.3642
C -1.701 -0.265 1.626 -0.0897 0.0850 0.1450
C -2.704 0.363 0.629 -0.1815 0.0474 -0.0542
O -3.876 0.507 0.884 0.1509 -0.0164 0.1232
O -2.167 0.715 -0.507 -0.0551 -0.0668 -0.4525
C -1.520 0.606 2.866 -0.0026 0.0359 -0.0476
C -0.655 0.153 3.859 0.0062 -0.0159 -0.0183
C -0.393 0.934 4.971 0.0275 -0.0119 0.0232
C -1.001 2.175 5.107 -0.0041 0.0205 0.0199
C -1.863 2.628 4.123 -0.0115 0.0145 0.0004
C -2.122 1.850 3.003 -0.0173 0.0113 -0.0135
C -2.136 -1.679 2.009 0.0048 0.0009 0.0288
C -1.222 -2.726 1.990 0.0053 0.0491 -0.0015
C -1.604 -4.001 2.388 0.0240 -0.0271 0.0016
C -2.902 -4.243 2.805 -0.0080 -0.0277 0.0058
C -3.814 -3.196 2.839 -0.0163 -0.0141 0.0107
C -3.435 -1.921 2.453 0.0005 0.0238 -0.0119
H 0.231 0.320 1.231 0.1585 -0.3431 0.0670
H -0.179 -0.815 3.757 -0.0039 -0.0082 0.0010
H 0.286 0.573 5.733 -0.0029 0.0027 0.0011
H -0.801 2.785 5.978 0.0021 0.0016 -0.0014
H -2.341 3.594 4.221 0.0017 0.0006 0.0059
H -2.807 2.213 2.249 0.0029 -0.0114 0.0038
H -0.205 -2.537 1.675 0.0015 -0.0099 0.0076
H -0.878 -4.805 2.376 -0.0018 -0.0030 -0.0049
H -3.200 -5.237 3.115 0.0005 0.0024 0.0024
H -4.828 -3.371 3.176 0.0020 -0.0005 0.0006
H -4.145 -1.108 2.487 -0.0039 0.0006 -0.0067
O 0.341 1.668 -1.367 -0.3531 -0.4019 -0.0324
C 0.817 2.903 -1.586 0.0594 0.2074 -0.1607
C 0.213 3.954 -0.903 0.2554 -0.0089 -0.1358
C 0.697 5.237 -1.081 0.0269 0.0207 0.0126
C 1.775 5.460 -1.930 -0.0292 0.0674 0.0408
C 2.358 4.406 -2.610 -0.0063 -0.0831 -0.0482
C 1.891 3.099 -2.464 -0.1802 0.1952 0.2335
C 2.502 1.987 -3.193 0.0095 -0.0836 0.0203
N 1.892 0.915 -3.645 -0.0941 0.0862 -0.0316
C 2.850 0.178 -4.286 0.0426 -0.0302 -0.0097
C 4.056 0.808 -4.217 0.0401 0.0149 -0.0201
N 3.822 1.968 -3.525 -0.0151 -0.0312 -0.0669
H -0.607 3.738 -0.232 -0.0252 -0.0254 -0.0135
H 0.237 6.062 -0.554 0.0091 0.0095 -0.0044
H 2.155 6.462 -2.073 -0.0067 0.0074 0.0095
H 3.175 4.604 -3.293 -0.0100 -0.0204 -0.0037
H 2.618 -0.766 -4.748 -0.0060 0.0064 -0.0029
H 5.035 0.540 -4.572 -0.0035 -0.0111 0.0104
H 4.517 2.627 -3.221 0.0089 -0.0080 0.0616
F -2.471 0.514 -3.283 0.0536 -0.0515 -0.0502
C -1.113 0.332 -3.204 -0.0316 -0.4160 0.1066
F -0.838 -0.825 -3.899 0.0062 0.0658 -0.0187
H -0.616 1.150 -3.723 -0.0197 0.0028 0.0026
```
Positions in Å, forces in eV/Å.

Values from the calculation:
HOMO energy (alpha / beta): -7.66 / -7.66 eV
Energy relative to the best compared isomer or geometry (same formula, charge and spin): 76.1 kJ/mol
2S+1: 2
LUMO energy (alpha / beta): -0.0442 / -0.0430 Ha
HOMO-LUMO gap (alpha / beta): 6.461 / 6.493 eV

Mulliken population analysis, charges in e, atoms 1 to 2: 0.30 -0.91